C28H49MnN3OPS3Si as an isolated structure. Source: OMol25; level of theory: ωB97M-V/def2-TZVPD.

Structure (XYZ):
```
87
Properties=species:S:1:pos:R:3:forces:R:3:lowdin_charge:R:1
Mn 0.201 -0.493 0.392 -0.43 -0.69 -0.31 0.198
C -2.710 -6.697 -0.383 0.11 0.13 0.00 -0.182
Si -1.253 -5.515 -0.456 0.08 -0.13 -0.01 0.529
C -0.277 -5.795 -2.035 -0.09 0.07 0.17 -0.172
C -0.181 -5.766 1.067 -0.14 0.00 -0.17 -0.175
C -1.962 -3.750 -0.445 -0.12 -0.10 -0.01 -0.223
C -3.333 -3.516 -0.415 -0.01 0.09 0.04 -0.054
C -3.849 -2.223 -0.336 0.04 -0.06 -0.05 -0.041
C -2.967 -1.168 -0.274 -0.08 0.12 -0.03 -0.125
N -1.647 -1.353 -0.337 0.16 0.01 0.42 -0.053
C -1.165 -2.602 -0.430 -0.05 -0.14 -0.28 -0.684
S 0.570 -2.554 -0.519 0.25 0.07 0.10 0.769
H -2.347 -7.723 -0.454 0.03 -0.04 0.01 0.037
H -3.417 -6.547 -1.200 0.00 0.01 -0.05 0.034
H -3.253 -6.607 0.559 -0.02 0.01 0.03 0.037
H 0.071 -6.828 -2.083 0.01 -0.03 0.01 0.036
H 0.597 -5.144 -2.089 0.02 0.03 0.01 0.010
H -0.892 -5.607 -2.916 -0.03 0.00 -0.01 0.036
H 0.263 -6.763 1.043 0.00 -0.03 0.00 0.037
H -0.775 -5.690 1.979 -0.01 0.02 0.01 0.037
H 0.629 -5.039 1.121 0.02 0.02 -0.02 -0.002
H -4.021 -4.352 -0.441 -0.01 -0.02 0.01 0.100
H -4.915 -2.044 -0.312 0.00 0.01 0.01 0.108
H -3.303 -0.144 -0.183 -0.01 0.00 0.04 0.059
S -0.702 1.565 -0.131 -0.02 0.23 -0.18 0.696
C 0.049 3.165 -0.019 -0.06 -0.15 0.08 -0.605
C 0.066 3.962 -1.163 0.02 -0.04 -0.07 -0.131
C 0.621 5.232 -1.121 -0.02 0.00 -0.04 -0.072
C 1.146 5.720 0.067 0.02 0.04 0.01 -0.068
C 1.112 4.936 1.212 -0.01 -0.02 0.02 -0.061
C 0.564 3.664 1.173 -0.06 0.00 0.10 -0.115
H -0.334 3.571 -2.092 0.02 0.01 -0.02 0.104
H 0.641 5.841 -2.015 0.01 -0.01 -0.01 0.110
H 1.575 6.712 0.102 0.01 0.00 0.00 0.110
H 1.511 5.319 2.142 0.00 0.00 0.01 0.113
H 0.519 3.059 2.069 0.00 0.02 0.00 0.099
C -5.376 3.957 1.829 0.00 0.02 0.04 -0.031
N -4.727 3.786 0.550 0.00 0.02 -0.04 -0.152
C -5.151 4.535 -0.632 -0.03 0.05 -0.03 -0.086
C -4.168 4.064 -1.722 -0.05 0.04 -0.06 -0.100
N -3.359 3.085 -1.006 -0.03 0.11 -0.03 0.030
C -3.682 3.009 0.287 0.10 -0.13 0.02 -0.739
S -2.875 2.034 1.424 0.10 0.06 0.12 0.756
H -6.453 3.834 1.713 0.00 -0.01 0.01 0.100
H -5.171 4.951 2.231 -0.01 0.00 0.00 0.102
H -5.005 3.209 2.524 0.00 0.01 0.00 0.060
H -5.079 5.607 -0.440 -0.01 -0.02 0.00 0.130
H -6.188 4.300 -0.876 0.02 -0.01 0.01 0.129
H -3.552 4.880 -2.101 0.00 -0.02 0.03 0.122
H -4.684 3.598 -2.561 0.02 0.02 0.00 0.122
H -2.504 2.671 -1.344 -0.05 -0.06 -0.03 0.061
C 4.564 1.314 1.578 0.03 0.04 -0.04 -0.100
C 3.059 1.267 1.306 0.06 -0.01 -0.10 -0.504
C 2.316 0.987 2.613 -0.03 0.02 0.03 -0.120
P 2.502 0.121 -0.055 -0.12 0.10 0.54 1.039
C 2.605 1.147 -1.588 0.01 -0.06 0.00 -0.530
C 1.838 0.518 -2.754 -0.03 0.00 0.01 -0.109
C 4.018 1.553 -2.003 0.01 0.05 0.00 -0.085
C 3.807 -1.186 -0.116 -0.01 0.10 -0.04 -0.524
C 3.704 -2.082 1.120 -0.02 -0.03 0.02 -0.102
C 3.841 -2.009 -1.405 -0.01 0.01 -0.02 -0.109
H 4.770 2.128 2.275 0.00 0.01 0.01 0.088
H 5.165 1.489 0.687 -0.01 -0.01 0.00 0.061
H 4.915 0.395 2.048 0.01 -0.01 -0.01 0.075
H 2.750 2.250 0.935 -0.01 -0.02 0.02 0.089
H 2.542 -0.009 2.996 0.01 -0.01 0.01 0.076
H 1.233 1.043 2.508 0.03 -0.02 -0.01 0.036
H 2.626 1.712 3.369 0.00 0.01 0.01 0.089
H 2.072 2.057 -1.289 -0.01 -0.06 0.03 0.074
H 2.388 -0.311 -3.197 0.00 -0.02 0.01 0.072
H 1.685 1.267 -3.533 0.01 0.00 -0.02 0.085
H 0.859 0.140 -2.452 0.01 0.03 -0.02 0.042
H 4.612 0.696 -2.321 0.02 -0.01 0.02 0.074
H 4.553 2.068 -1.207 -0.01 0.01 0.00 0.064
H 3.959 2.240 -2.849 0.00 -0.01 -0.03 0.088
H 4.744 -0.622 -0.060 0.00 -0.05 -0.01 0.099
H 2.720 -2.547 1.194 0.00 -0.01 -0.01 0.040
H 3.889 -1.537 2.044 -0.02 0.01 0.00 0.060
H 4.447 -2.878 1.052 0.02 0.00 0.01 0.089
H 2.905 -2.530 -1.595 0.00 -0.01 0.00 0.018
H 4.626 -2.761 -1.314 0.01 -0.01 0.00 0.088
H 4.073 -1.401 -2.277 -0.01 0.01 0.00 0.057
C -0.545 -2.216 2.685 -0.07 -0.37 -0.09 -0.174
O -0.129 -1.054 2.042 0.48 0.80 -0.24 -0.384
H -0.505 -2.048 3.764 -0.02 0.00 -0.03 0.091
H 0.103 -3.064 2.437 -0.02 0.03 0.03 0.063
H -1.575 -2.479 2.408 0.04 0.00 0.04 0.084
```
Forces are in eV/Å.

Values from the calculation:
Relative energy (zero: lowest compared OMol25 entry of this formula, charge and spin), kJ/mol: 28.14
Total energy, eV: -117337.8646
⟨S²⟩: 3.945
Total charge: +1
Multiplicity: 4
Kohn-Sham gap (spin up / spin down), Ha: 0.2647 / 0.2286

C6H6Cl2GaO4Ru as an isolated structure. Source: OMol25; level of theory: ωB97M-V/def2-TZVPD.

Structure (XYZ):
```
20
Properties=species:S:1:pos:R:3:forces:R:3:nbo_charge:R:1
Ga -2.486 -2.692 -0.121 -0.49 -1.63 -1.05 1.234
Ru 0.461 1.038 -1.673 -3.12 0.88 4.24 0.516
Cl -1.848 -3.854 -1.885 -0.31 0.60 0.90 -0.226
Cl -0.656 2.540 -0.375 0.56 -0.01 -0.91 0.297
C 2.058 1.993 -1.730 10.04 6.61 0.44 0.474
C 0.887 -0.623 -2.423 0.39 -8.13 -4.01 0.568
C -0.616 1.714 -3.043 -6.13 3.04 -5.90 0.589
O 3.019 2.666 -1.706 -5.37 -3.79 -0.37 -0.117
O 0.950 -1.706 -2.827 0.11 4.77 1.83 -0.149
O -1.400 2.196 -3.754 4.15 -2.31 3.27 -0.151
C -1.178 0.163 1.621 -0.75 -0.08 0.18 -0.679
C 0.228 -0.288 1.397 1.46 -0.13 -1.32 0.697
C 0.963 -0.849 2.585 0.56 0.30 1.22 -0.675
O 0.804 -0.238 0.287 -1.36 0.14 2.02 -0.276
H -1.472 -0.039 2.656 -0.13 -0.17 -0.28 0.333
H -1.836 -0.302 0.865 0.16 0.33 0.35 0.240
H -1.211 1.248 1.470 0.08 -0.08 0.16 0.318
H 0.931 -1.954 2.529 0.23 0.10 -0.27 0.350
H 1.996 -0.452 2.639 -0.24 -0.45 -0.26 0.342
H 0.405 -0.558 3.487 0.14 0.00 -0.25 0.317
```
Forces are in eV/Å.

Values from the calculation:
Total energy, eV: -94454.3204
⟨S²⟩: 8.787
Total charge: +4
Multiplicity: 6
Kohn-Sham gap (spin up / spin down), Ha: 0.2943 / 0.1766

C6H11P in the gas phase. Source: OMol25; level of theory: ωB97M-V/def2-TZVPD.

Structure (XYZ):
```
18
Properties=species:S:1:pos:R:3:forces:R:3:nbo_charge:R:1
C 0.449 0.234 1.459 1.79 -1.69 4.37 -0.608
C 0.245 0.297 -0.020 0.16 -0.63 -0.24 -0.199
C 1.556 0.361 -0.834 1.65 -1.98 0.50 -0.590
C -0.614 1.506 -0.326 -2.08 -0.21 -0.04 -0.585
C -0.579 -0.840 -0.401 0.51 -0.13 -0.35 0.057
C -1.294 -1.716 -0.800 -0.26 -0.47 0.02 -0.390
P -2.459 -2.976 -1.185 0.93 -0.96 -2.10 0.316
H 1.338 0.867 1.926 -1.86 -1.06 -1.29 0.220
H 0.560 -0.849 1.988 0.42 2.05 -1.92 0.228
H -0.464 0.463 2.010 -0.10 0.78 -0.25 0.221
H 2.218 1.266 -0.550 -1.17 -1.50 -0.62 0.222
H 1.259 0.309 -1.887 0.36 0.59 0.04 0.220
H 2.182 -0.675 -0.710 -1.32 2.61 0.08 0.219
H -0.042 2.313 0.169 -0.89 0.43 -0.87 0.217
H -0.833 1.519 -1.439 0.70 0.73 1.25 0.224
H -1.690 1.340 0.135 2.27 0.63 -0.53 0.221
H -1.464 -4.113 -1.356 -1.12 1.31 0.14 0.003
H -2.501 -2.669 -2.686 0.02 -0.49 1.81 0.004
```
Forces are in eV/Å.

Values from the calculation:
Relative energy (zero: lowest compared OMol25 entry of this formula, charge and spin), kJ/mol: 198.80
Total energy, eV: -15685.7829
Multiplicity: 1
Kohn-Sham gap, Ha: 0.3616

| no. | strongest force on any atom (eV/A) | molecular weight (g mol⁻¹) |
| --- | --- | --- |
| 1 | 0.97 | 653.9 |
| 2 | 12.03 | 383.8 |
| 3 | 5.01 | 114.1 |